# 1
Density functional theory data (ωB97M-V/def2-TZVPD) for a molecular structure, C7H18Hg2O7 at a distorted geometry.

ORCA input file:
```
! RIJCOSX wB97M-V def2-TZVPD def2/J DEFGRID3
* xyz 2 1
Hg -0.1156 -2.2795 1.3122
Hg 1.9025 -0.1982 -1.3375
C -1.9194 1.1411 -0.2224
C -1.2467 -0.1027 0.2616
O -1.9233 -1.0343 0.7792
O 0.0141 -0.2871 0.1331
H -1.2931 1.6262 -0.9643
H -2.2031 1.8161 0.5848
H -2.8743 0.8581 -0.6708
C 4.3491 -2.3012 1.4467
C 3.2647 -1.5354 0.7488
O 3.6052 -0.6260 -0.0702
O 2.0308 -1.7555 0.9689
H 5.0715 -2.6764 0.7269
H 3.9135 -3.1035 2.0305
H 4.8525 -1.5728 2.0858
C 2.1165 2.6175 0.2573
O 1.7927 2.0895 -1.0796
H 2.9421 3.3117 0.1140
H 1.2731 3.1987 0.6297
H 2.3518 1.8098 0.9390
H 1.6187 2.8879 -1.5915
C -0.5387 -0.0519 -3.5416
O 0.8384 0.3482 -3.3667
H -0.6781 -0.6977 -4.4022
H -0.8355 -0.5423 -2.6136
H -1.2016 0.8146 -3.5811
H 1.1454 0.8260 -4.1472
C -4.9016 -0.5713 2.6946
O -4.5648 -1.6734 1.8528
H -5.6004 -0.9268 3.4439
H -3.9820 -0.1359 3.0927
H -5.4334 0.2060 2.1333
H -3.7709 -1.4798 1.3525
*
```

## Properties
Energy = -1110.33421 hartree
HOMO energy = -14.5 eV
Orbital gap = 4.498 eV

# 2
Density functional theory data (ωB97M-V/def2-TZVPD) for 2 unconnected molecules or ions with the total composition CHN3O3S at a distorted geometry.

ORCA input file:
```
! RIJCOSX wB97M-V def2-TZVPD def2/J DEFGRID3
* xyz 0 1
C 1.1612 1.2167 0.1712
N 1.6470 1.9650 -0.5411
N 1.1167 -1.0694 1.4685
N -1.5739 -0.4610 -1.2564
O -2.6512 -0.5840 -0.8685
O -0.9636 -0.3192 -2.2466
O -0.8194 0.4165 1.6461
S 0.1270 -0.1174 0.7143
H 1.9563 -1.0472 0.9124
*
```

## Properties
Energy = -826.61920 hartree
HOMO energy (spin up / spin down) = -10.3 / -10.7 eV
Orbital gap (spin up / spin down) = 7.406 / 8.932 eV
Energy above the lowest of the compared OMol25 structures with the same formula, charge and spin = 779.7 kJ/mol

# 3
Density functional theory data (ωB97M-V/def2-TZVPD) for a molecular structure, H2LiO at a distorted geometry.

ORCA input file:
```
! RIJCOSX wB97M-V def2-TZVPD def2/J DEFGRID3
* xyz 1 1
O 0.1713 -0.0888 -0.0756
H 0.5326 0.3400 0.7331
H 0.3025 0.5764 -0.7887
Li -1.0064 -0.8276 0.1312
*
```

## Properties
Energy = -83.71465 hartree
HOMO energy = -19.7 eV
Orbital gap = 14.671 eV
Energy above the lowest of the compared OMol25 structures with the same formula, charge and spin = 129.5 kJ/mol

# 4
Density functional theory data (ωB97M-V/def2-TZVPD) for 3 unconnected molecules or ions with the total composition C21H41N3O6 at a distorted geometry.

ORCA input file:
```
! RIJCOSX wB97M-V def2-TZVPD def2/J DEFGRID3
* xyz 0 3
N -1.5196 -1.5517 -6.5525
C -2.2870 -0.9631 -7.5450
O -2.3460 -1.3539 -8.6909
O -2.9515 0.1811 -7.1617
C -3.8939 -0.0086 -6.1306
C -4.7417 -1.2587 -6.3095
O -4.5618 -2.2671 -5.6887
O -5.7032 -1.1727 -7.2727
H -1.8009 -2.5050 -6.3968
H -1.5904 -1.0044 -5.7050
H -3.4410 -0.0525 -5.1480
H -4.5422 0.8547 -6.1517
H -6.2546 -0.4175 -7.0684
C -0.1180 2.8541 -1.2035
C -1.0982 1.9641 -2.0001
C -2.2136 1.4555 -1.0865
C -1.7662 0.3585 -0.1225
C -1.0736 -0.7743 -0.8745
C 0.0780 -0.2911 -1.7540
N -0.3753 0.8231 -2.6394
O -1.0318 0.3716 -3.6467
C 1.2615 0.1445 -0.8771
C 0.5849 -1.4437 -2.6104
C -1.7014 2.8446 -3.0875
H 0.8721 2.8527 -1.6580
H -0.4663 3.8857 -1.1944
H -0.0182 2.5547 -0.1612
H -3.0320 1.0674 -1.7016
H -2.6192 2.3010 -0.5269
H -1.1042 0.7668 0.6455
H -2.6365 -0.0358 0.4052
H -0.6896 -1.5131 -0.1691
H -1.8111 -1.2893 -1.4989
H 2.0480 0.5994 -1.4810
H 1.6874 -0.7232 -0.3759
H 0.9924 0.8399 -0.0869
H -0.2076 -1.8992 -3.2009
H 0.9978 -2.2145 -1.9619
H 1.3712 -1.1118 -3.2891
H -0.9362 3.1892 -3.7839
H -2.1612 3.7161 -2.6243
H -2.4730 2.3284 -3.6549
C 2.6813 1.6418 4.8259
C 1.6602 0.7121 4.1329
C 0.6060 0.2397 5.1342
C 1.1192 -0.8138 6.1149
C 1.7717 -1.9762 5.3689
C 2.8643 -1.5269 4.4001
N 2.3485 -0.4529 3.5025
O 1.6333 -0.9507 2.5574
C 4.1024 -1.0515 5.1793
C 3.3233 -2.7088 3.5569
C 0.9852 1.5396 3.0461
H 3.6414 1.6241 4.3111
H 2.3275 2.6714 4.8105
H 2.8471 1.3914 5.8723
H -0.2450 -0.1785 4.5876
H 0.2290 1.1062 5.6813
H 1.8229 -0.3701 6.8242
H 0.2850 -1.1887 6.7102
H 2.2007 -2.6859 6.0787
H 1.0005 -2.5178 4.8128
H 4.8409 -0.6185 4.5040
H 4.5665 -1.9015 5.6779
H 3.8827 -0.3238 5.9557
H 2.4973 -3.1875 3.0358
H 3.7823 -3.4540 4.2048
H 4.0625 -2.3985 2.8176
H 1.7049 1.8553 2.2887
H 0.5480 2.4298 3.4958
H 0.1839 0.9922 2.5534
*
```

## Properties
Energy = -1440.36387 hartree
HOMO energy (spin up / spin down) = -8.6 / -9.6 eV
Orbital gap (spin up / spin down) = 9.026 / 9.747 eV

# 5
Density functional theory data (ωB97M-V/def2-TZVPD) for a molecular structure, C6H19CaN3O2P at a distorted geometry.

ORCA input file:
```
! RIJCOSX wB97M-V def2-TZVPD def2/J DEFGRID3
* xyz 1 1
Ca -1.5279 -2.7961 2.3225
O -2.6289 -3.5358 0.6566
H -3.4451 -3.8927 0.2918
O -0.0347 -1.3040 1.1009
P 0.1547 -0.1386 0.1632
N 1.7068 0.2954 0.0296
C 2.5712 0.1549 1.1977
C 2.1637 1.1460 -1.0585
N -0.7049 1.1902 0.6455
C -1.8395 0.9659 1.5450
C 0.0226 2.4334 0.9731
N -0.3120 -0.4692 -1.3753
C 0.4728 -1.5078 -2.0845
C -1.7488 -0.6643 -1.5844
H 2.0340 -0.3497 1.9891
H 3.0247 1.1291 1.4230
H 3.4885 -0.3822 0.9177
H 1.3521 1.4750 -1.6933
H 3.0563 0.6741 -1.4851
H 2.6510 2.0525 -0.6590
H -1.5440 1.0791 2.5930
H -2.6575 1.6140 1.2297
H -2.2600 -0.0409 1.4464
H 0.3836 2.8626 0.0434
H -0.6556 3.1441 1.4367
H 0.8303 2.1884 1.6624
H 1.4785 -1.1515 -2.2784
H 0.4158 -2.4416 -1.5189
H -0.0331 -1.6936 -3.0307
H -2.3293 -0.0174 -0.9233
H -2.0814 -1.6865 -1.3852
H -2.0041 -0.3329 -2.5907
*
```

## Properties
Energy = -1573.60830 hartree
HOMO energy = -12.0 eV
Orbital gap = 7.412 eV
Energy above the lowest of the compared OMol25 structures with the same formula, charge and spin = 0.0 kJ/mol

# 6
Density functional theory data (ωB97M-V/def2-TZVPD) for a molecular structure, C26H26BrN8O8P2S2W.

ORCA input file:
```
! RIJCOSX wB97M-V def2-TZVPD def2/J DEFGRID3
* xyz 1 3
W 0.6646 0.2291 -1.2494
C -3.2793 -1.6001 -2.4857
C -1.9684 -0.8973 -2.3926
N -1.4347 -0.5547 -1.2651
N -2.2643 -0.7596 -0.1775
C -1.8322 -1.1446 1.0647
N -2.8046 -1.1352 1.9875
S -0.2733 -1.5864 1.3636
C -1.2113 -0.5383 -3.5936
C -1.7091 -0.6931 -4.8745
C -0.9339 -0.2863 -5.9490
C 0.3136 0.2530 -5.7029
C 0.7441 0.3838 -4.3935
N -0.0038 0.0000 -3.3575
H -3.3687 -2.3217 -1.6748
H -3.3730 -2.1288 -3.4284
H -4.1121 -0.8937 -2.4178
H -3.2152 -0.4481 -0.3023
H -3.7705 -0.9418 1.7802
H -2.5838 -1.4648 2.9116
H -2.6925 -1.1049 -5.0381
H -1.3062 -0.3857 -6.9592
H 0.9539 0.5880 -6.5059
H 1.7011 0.8199 -4.1543
C 3.1753 -2.5053 -3.7054
C 3.5133 -2.2954 -2.2264
O 4.6796 -3.0048 -1.8405
P 3.8495 -0.5468 -1.9264
O 4.9835 -0.0929 -2.9133
O 4.3988 -0.3037 -0.4901
O 2.5879 0.2397 -2.2145
P 2.0729 -2.8240 -1.2005
O 2.5169 -2.4923 0.3001
O 1.8097 -4.2466 -1.4399
O 0.9906 -1.7783 -1.5578
H 4.0293 -2.2355 -4.3261
H 2.3072 -1.9153 -4.0009
H 2.9358 -3.5578 -3.8599
H 4.4877 -3.9502 -1.9133
H 5.8618 0.0001 -2.5205
H 3.6212 -0.0682 0.0889
H 2.8117 -3.2895 0.7593
Br -3.8170 -2.0971 5.4017
C -2.7875 -0.5057 5.4065
C -1.4043 -0.5949 5.4095
C -0.6488 0.5677 5.3910
C -1.2851 1.8038 5.3792
C -2.6717 1.8776 5.4200
C -3.4326 0.7211 5.4081
N -0.5838 3.0601 5.4851
N 0.3604 3.3626 4.7497
C 0.7414 2.5508 3.6200
C 2.0035 2.0211 3.5920
C 2.4642 1.2720 2.4939
C 1.6571 1.1143 1.3978
O 1.9982 0.4517 0.2892
C 0.3709 1.6798 1.4003
N -0.3669 1.4617 0.2672
C -1.5550 2.0285 0.1800
C -2.0875 2.8280 1.2018
C -1.3790 3.0188 2.3543
C -0.1057 2.4225 2.4905
H -0.9174 -1.5605 5.4271
H 0.4292 0.5043 5.4080
H -3.1465 2.8492 5.4746
H -4.5121 0.7711 5.4315
H 2.6510 2.1751 4.4459
H 3.4576 0.8429 2.5058
H -2.1032 1.8848 -0.7398
H -3.0523 3.2906 1.0518
H -1.7755 3.6416 3.1450
S 0.9592 2.6146 -2.0519
C -0.6192 2.7192 -2.6292
N -1.7146 2.7005 -3.0049
*
```

## Properties
Energy = -6166.64170 hartree
HOMO energy (spin up / spin down) = -10.1 / -10.5 eV
Orbital gap (spin up / spin down) = 6.178 / 6.203 eV
Energy above the lowest of the compared OMol25 structures with the same formula, charge and spin = 0.0 kJ/mol

# 7
Density functional theory data (ωB97M-V/def2-TZVPD) for 2 unconnected molecules or ions with the total composition CH2FPS at a distorted geometry.

ORCA input file:
```
! RIJCOSX wB97M-V def2-TZVPD def2/J DEFGRID3
* xyz 0 1
C 0.7076 -0.2975 0.3759
F -1.9746 -1.2803 -0.1902
P -0.6353 0.7651 -0.1320
S 2.1838 -0.3221 -0.3225
H 0.5205 -0.9088 1.2559
H -0.3443 0.7151 -1.5116
*
```

## Properties
Energy = -878.57702 hartree
HOMO energy = -9.8 eV
Orbital gap = 6.928 eV
Energy above the lowest of the compared OMol25 structures with the same formula, charge and spin = 332.0 kJ/mol

# 8
Density functional theory data (ωB97M-V/def2-TZVPD) for 11 unconnected molecules or ions with the total composition C31H64B2F20N5O13 at a distorted geometry.

ORCA input file:
```
! RIJCOSX wB97M-V def2-TZVPD def2/J DEFGRID3
* xyz -1 1
C -8.1071 -5.8296 -17.2839
C -9.1659 -4.7685 -17.4065
O -8.9434 -3.6287 -17.1852
N -10.6178 -5.1810 -17.5886
H -10.8826 -4.9430 -18.5623
H -10.5963 -6.1936 -17.5039
C -11.5696 -4.5797 -16.5618
H -8.0445 -6.3360 -18.2535
H -8.4427 -6.5750 -16.5589
H -7.1182 -5.4326 -17.0838
H -11.1941 -5.0376 -15.6483
H -12.5751 -4.9264 -16.7756
H -11.4065 -3.5075 -16.5641
C -17.0912 -6.1212 -20.1074
C -16.1340 -5.3954 -19.1905
O -16.1394 -5.5118 -18.0066
N -15.1145 -4.5557 -19.8856
H -14.1633 -4.9451 -19.9534
H -15.4027 -4.4527 -20.8643
C -15.0159 -3.1118 -19.3647
H -16.6509 -6.1884 -21.1027
H -17.8953 -5.3843 -20.2157
H -17.4738 -7.0679 -19.7469
H -14.8682 -3.1490 -18.2914
H -15.8923 -2.5750 -19.7127
H -14.1510 -2.7246 -19.8965
C -10.6732 -2.4728 -23.3203
C -11.7791 -3.0435 -24.1728
O -11.7091 -4.1344 -24.6292
N -12.9480 -2.1699 -24.4454
H -13.7438 -2.4281 -23.8381
H -12.7307 -1.1939 -24.2581
C -13.5217 -2.3415 -25.8866
H -10.2997 -1.5428 -23.7530
H -9.8568 -3.1819 -23.4689
H -10.8555 -2.4635 -22.2471
H -14.3484 -1.6464 -25.9816
H -13.8467 -3.3775 -25.9111
H -12.6768 -2.1505 -26.5405
C -6.8421 -7.7074 -22.4721
C -6.1976 -8.9021 -21.8606
O -5.0461 -9.1657 -21.8563
N -7.1605 -9.8376 -21.1072
H -7.8587 -10.1602 -21.7853
H -6.6939 -10.7176 -20.8795
C -7.8165 -9.1854 -19.9176
H -7.2211 -7.2136 -21.5664
H -7.6595 -7.8227 -23.1793
H -6.0669 -7.0416 -22.8450
H -7.0682 -8.6650 -19.3293
H -8.3926 -9.9110 -19.3485
H -8.5633 -8.5409 -20.3786
C -14.3610 -8.9506 -17.4949
C -14.2644 -8.8949 -19.0138
O -15.2637 -8.8580 -19.6460
N -12.9117 -8.6280 -19.5858
H -12.7869 -7.6694 -19.9666
H -12.1731 -8.5887 -18.8866
C -12.6577 -9.6933 -20.6735
H -14.1248 -9.9838 -17.2324
H -15.3806 -8.6886 -17.2265
H -13.7503 -8.2245 -16.9571
H -13.3391 -9.5465 -21.5017
H -12.8185 -10.6408 -20.1590
H -11.5856 -9.6491 -20.8454
C -7.0514 -5.0723 -26.1696
O -8.3093 -5.7345 -26.4090
O -6.6869 -4.4652 -27.3021
C -7.1370 -4.1351 -24.8879
F -8.3613 -3.5766 -24.7890
F -6.9597 -4.8909 -23.7529
F -6.1912 -3.1961 -24.8228
C -8.9221 -6.4396 -25.3583
C -10.1882 -7.1307 -25.8911
H -10.6030 -7.8739 -25.2060
H -10.9708 -6.3778 -25.9822
H -9.9374 -7.5486 -26.8641
H -9.2014 -5.8317 -24.4895
H -8.2583 -7.2175 -24.9478
H -6.3021 -5.8532 -25.9428
C -11.8467 -5.5573 -21.1190
O -12.3758 -6.6634 -21.8486
O -12.4293 -5.6718 -19.8904
C -10.3090 -5.5086 -21.1071
F -9.8111 -4.3076 -20.8315
F -9.7475 -6.3410 -20.1599
F -9.8018 -5.8839 -22.2746
C -12.5299 -6.5142 -23.2851
C -13.0759 -7.8565 -23.7335
H -13.2223 -8.0265 -24.8028
H -12.3941 -8.6611 -23.4475
H -14.0456 -8.0307 -23.2553
H -11.5665 -6.3947 -23.7793
H -13.2575 -5.7451 -23.5359
H -12.1601 -4.6280 -21.6126
C -6.1798 -0.6359 -19.0043
O -6.0006 -1.7732 -19.9263
O -5.1724 0.1906 -19.1954
C -7.6491 -0.1824 -19.1945
F -7.8916 0.2704 -20.4316
F -8.5648 -1.1552 -18.8830
F -7.9884 0.8698 -18.3969
C -6.4435 -3.0354 -19.5550
C -6.7009 -3.8602 -20.8003
H -5.8460 -3.8897 -21.4744
H -6.8927 -4.9207 -20.5896
H -7.5856 -3.4348 -21.2699
H -7.3929 -3.0167 -18.9991
H -5.8197 -3.6088 -18.8480
H -6.1374 -1.0644 -17.9835
C -14.9591 -7.8266 -27.4713
O -14.3707 -8.8063 -26.5870
O -16.2341 -7.5627 -27.1009
C -14.0723 -6.5676 -27.7729
F -13.3509 -6.6309 -28.9167
F -14.8942 -5.5081 -27.9036
F -13.2205 -6.2489 -26.7683
C -13.2778 -9.5364 -27.0752
C -12.9801 -10.6632 -26.0943
H -12.6230 -10.3987 -25.1015
H -13.8819 -11.2816 -26.0395
H -12.2375 -11.3783 -26.4630
H -12.3488 -8.9594 -27.1382
H -13.5221 -10.0790 -27.9952
H -15.0547 -8.4315 -28.3908
B -9.8048 -10.5704 -22.8580
F -11.0316 -10.5710 -23.4840
F -9.7920 -11.3016 -21.6161
F -8.8271 -11.1148 -23.6951
F -9.4129 -9.2483 -22.5367
B -15.5839 -3.4259 -22.8868
F -16.6632 -3.7674 -22.0680
F -16.0989 -3.0883 -24.1371
F -14.8643 -2.3132 -22.3762
F -14.6931 -4.5063 -22.9453
*
```

## Properties
Energy = -4518.68814 hartree
HOMO energy = -3.5 eV
Orbital gap = 2.437 eV